# 1
ORCA calculation (the ωB97M-V functional and the def2-TZVPD basis) on a structure of composition C31H28Br2IN5O6SiW in a non-equilibrium geometry.

Cartesian coordinates (Å):
W  -0.33  0.09  0.14
O  -2.85  4.59  3.70
C  -2.28  3.65  2.93
C  -1.40  3.97  1.89
C  -0.86  2.93  1.17
N  -1.20  1.66  1.38
C  -2.01  1.35  2.39
C  -2.56  2.31  3.21
C  -2.27  -0.14  2.47
O  -2.82  -0.63  3.43
O  -1.83  -0.72  1.41
C  0.27  3.04  0.18
O  0.70  4.10  -0.21
O  0.74  1.86  -0.13
H  -2.60  5.47  3.41
H  -1.09  4.98  1.67
H  -3.20  2.02  4.03
C  1.49  2.13  3.08
C  1.37  0.63  3.10
C  1.74  -0.06  4.24
C  1.67  -1.46  4.25
C  1.25  -2.13  3.13
C  0.90  -1.38  1.99
N  0.96  -0.03  2.00
N  0.42  -1.81  0.81
Si  0.13  -3.53  0.53
C  1.82  -4.36  0.56
C  -1.04  -4.25  1.80
C  -0.63  -3.92  -1.13
H  2.27  2.44  3.77
H  0.56  2.60  3.42
H  1.73  2.49  2.09
H  2.10  0.49  5.10
H  1.93  -2.00  5.14
H  1.17  -3.21  3.13
H  2.39  -4.12  1.46
H  2.40  -4.02  -0.30
H  1.72  -5.44  0.50
H  -0.65  -4.31  2.82
H  -1.33  -5.25  1.50
H  -1.94  -3.62  1.84
H  0.01  -3.69  -1.98
H  -1.60  -3.44  -1.26
H  -0.80  -5.00  -1.13
C  3.20  0.11  -0.27
C  2.46  -0.32  -1.50
C  3.18  -0.61  -2.68
C  2.54  -1.03  -3.81
C  1.14  -1.21  -3.79
C  0.35  -1.66  -4.87
Br  1.15  -2.04  -6.54
C  -1.00  -1.83  -4.72
C  -1.61  -1.57  -3.48
Br  -3.46  -1.88  -3.31
C  -0.90  -1.14  -2.39
O  -1.42  -0.95  -1.20
C  0.50  -0.92  -2.58
N  1.15  -0.44  -1.48
H  4.27  0.14  -0.47
H  3.00  -0.60  0.53
H  2.85  1.09  0.06
H  4.26  -0.49  -2.67
H  3.09  -1.24  -4.72
H  -1.60  -2.17  -5.55
I  -3.94  1.44  -0.68
C  -2.42  2.39  -1.75
C  -2.67  3.66  -2.26
C  -1.71  4.25  -3.06
C  -0.54  3.56  -3.32
C  -0.36  2.32  -2.74
N  -1.28  1.74  -1.95
H  -3.61  4.15  -2.05
H  -1.87  5.24  -3.46
H  0.24  3.98  -3.94
H  0.55  1.76  -2.89

Computed properties:
E_tot: -210232.54478 eV
Maximum force: 1.45 eV/Å
Total charge: 0
Molecular weight: 1065.23 g/mol
Kohn-Sham gap (alpha / beta): 6.21 / 6.21 eV
Relative energy (zero: lowest compared OMol25 entry of this formula, charge and spin): 11.2 kJ/mol

***

# 2
ORCA calculation (the ωB97M-V functional and the def2-TZVPD basis) on a cluster of 2 separate species, C4H5I in total in a non-equilibrium geometry.

Cartesian coordinates (Å):
C  0.75  -0.24  0.69
C  0.09  0.84  0.52
C  -0.24  2.00  -0.08
C  0.83  -1.49  -0.09
I  -3.24  -0.64  0.86
H  0.54  2.20  -0.78
H  -0.99  2.79  -0.03
H  1.02  -2.61  0.31
H  1.48  -1.40  -0.97
H  -0.25  -1.45  -0.44

Computed properties:
E_tot: -12324.49467 eV
Maximum force: 2.97 eV/Å
Total charge: 0
Molecular weight: 179.99 g/mol
Kohn-Sham gap (alpha / beta): 8.56 / 5.27 eV
Relative energy (zero: lowest compared OMol25 entry of this formula, charge and spin): 344.9 kJ/mol

***

# 3
ORCA calculation (the ωB97M-V functional and the def2-TZVPD basis) on a structure of composition C16H46Li2N11O10 in a non-equilibrium geometry.

Cartesian coordinates (Å):
Li  2.42  -4.15  1.93
Li  4.21  -3.73  -0.77
C  0.99  -1.51  -0.50
C  2.23  -2.35  -0.53
O  3.30  -1.86  -0.97
O  2.20  -3.52  0.00
H  0.45  -1.65  0.42
H  0.29  -1.86  -1.27
H  1.16  -0.46  -0.72
C  3.29  1.85  -2.31
O  3.16  3.06  -2.26
N  3.65  1.06  -1.26
N  2.96  1.13  -3.44
H  3.71  1.54  -0.37
H  3.65  0.04  -1.19
H  2.68  1.61  -4.27
H  3.13  0.14  -3.41
C  -3.88  -1.37  -1.34
O  -3.36  -2.46  -1.63
N  -3.18  -0.36  -0.78
N  -5.21  -1.16  -1.59
H  -3.59  0.55  -0.65
H  -2.22  -0.47  -0.49
H  -5.72  -0.37  -1.26
H  -5.59  -1.88  -2.17
C  -0.34  -5.13  1.68
O  0.44  -4.34  2.26
N  -0.44  -5.20  0.33
N  -1.19  -5.94  2.37
H  -1.10  -5.77  -0.16
H  0.23  -4.61  -0.15
H  -1.70  -6.70  1.97
H  -1.26  -5.88  3.37
C  0.52  -4.93  -3.14
O  1.66  -4.46  -3.25
N  0.29  -6.28  -2.99
N  -0.60  -4.14  -3.12
H  -0.65  -6.59  -2.84
H  1.06  -6.92  -3.11
H  -0.45  -3.15  -3.13
H  -1.50  -4.56  -3.00
C  -1.69  -1.33  3.37
O  -2.08  -0.95  4.46
N  -0.36  -1.57  3.07
N  -2.49  -1.43  2.25
H  -0.13  -2.14  2.27
H  0.34  -1.50  3.78
H  -2.08  -1.93  1.50
H  -3.43  -1.13  2.40
C  1.37  4.15  2.32
C  0.36  3.57  1.33
C  -0.62  2.66  2.10
C  -1.74  3.47  2.74
C  -2.45  4.29  1.65
C  -1.54  5.23  0.87
N  -0.33  4.53  0.50
O  0.54  5.28  -0.32
C  -2.31  5.64  -0.40
C  -1.31  6.49  1.70
C  1.10  2.58  0.40
H  0.88  4.69  3.13
H  2.04  4.84  1.81
H  1.96  3.36  2.80
H  -1.06  1.86  1.51
H  -0.02  2.24  2.91
H  -1.37  3.97  3.64
H  -2.50  2.77  3.10
H  -3.33  4.76  2.08
H  -2.81  3.46  1.02
H  -2.20  4.79  -1.09
H  -3.36  5.81  -0.18
H  -1.92  6.53  -0.89
H  -0.83  6.22  2.64
H  -0.66  7.22  1.20
H  -2.21  7.05  1.95
H  1.65  1.81  0.94
H  1.78  3.21  -0.19
H  0.42  2.11  -0.31
H  0.35  4.95  -1.21
O  3.16  -1.93  -3.93
H  2.42  -2.31  -4.44
H  3.15  -2.44  -3.11
O  5.90  -2.92  -1.56
H  6.26  -3.14  -2.43
H  5.43  -2.08  -1.70

Computed properties:
E_tot: -54617.06038 eV
Maximum force: 1.78 eV/Å
Total charge: +1
Molecular weight: 566.49 g/mol
Kohn-Sham gap: 5.48 eV

***

# 4
ORCA calculation (the ωB97M-V functional and the def2-TZVPD basis) on a structure of composition C39H60AlF3N9.

Cartesian coordinates (Å):
N  3.97  2.00  2.24
C  3.52  1.35  0.99
C  2.01  0.99  0.97
C  1.71  -0.48  0.57
C  0.64  -1.20  1.42
C  -0.80  -1.00  0.91
Al  -1.56  0.84  1.40
C  -3.52  0.81  1.90
C  -4.08  2.25  1.94
C  -5.22  2.49  2.93
N  -5.53  3.92  3.19
C  -1.31  2.18  -0.12
C  -0.97  1.55  -1.48
C  -0.42  2.50  -2.50
F  -0.37  1.96  -3.76
F  -1.08  3.65  -2.62
F  0.88  2.83  -2.25
H  4.13  2.99  2.10
H  3.27  1.90  2.96
H  4.12  0.45  0.82
H  3.74  2.04  0.16
H  1.52  1.65  0.25
H  1.57  1.20  1.95
H  2.64  -1.05  0.60
H  1.37  -0.50  -0.48
H  0.88  -2.27  1.38
H  0.73  -0.88  2.47
H  -0.75  -1.07  -0.19
H  -1.44  -1.81  1.26
H  -0.73  1.40  2.70
H  -3.68  0.32  2.87
H  -4.09  0.22  1.16
H  -3.28  2.97  2.19
H  -4.42  2.53  0.93
H  -6.14  2.02  2.55
H  -4.97  2.02  3.89
H  -5.38  4.41  2.31
H  -4.81  4.28  3.80
H  -2.19  2.83  -0.25
H  -0.49  2.85  0.16
H  -1.86  1.08  -1.93
H  -0.21  0.77  -1.38
N  -2.95  2.06  -7.37
C  -3.49  0.93  -7.91
C  -3.28  -0.10  -7.03
C  -2.58  0.44  -5.91
C  -2.39  1.77  -6.15
H  -2.96  2.97  -7.80
H  -3.98  0.95  -8.87
H  -3.59  -1.12  -7.17
H  -2.25  -0.09  -5.03
H  -1.92  2.54  -5.56
N  1.68  -2.03  6.93
C  0.33  -2.04  6.68
C  0.10  -1.15  5.66
C  1.35  -0.58  5.29
C  2.31  -1.15  6.09
H  2.14  -2.59  7.63
H  -0.34  -2.67  7.23
H  -0.86  -0.93  5.22
H  1.52  0.14  4.52
H  3.37  -1.01  6.12
N  2.54  0.55  -3.61
C  3.33  -0.29  -2.88
C  4.05  -1.06  -3.75
C  3.68  -0.66  -5.07
C  2.74  0.33  -4.94
H  1.90  1.22  -3.23
H  3.30  -0.28  -1.80
H  4.76  -1.83  -3.48
H  4.06  -1.06  -6.00
H  2.20  0.89  -5.68
N  2.78  -3.94  4.29
C  3.51  -5.00  4.74
C  4.03  -5.64  3.64
C  3.60  -4.93  2.49
C  2.83  -3.88  2.93
H  2.27  -3.28  4.86
H  3.59  -5.22  5.79
H  4.66  -6.52  3.66
H  3.83  -5.15  1.46
H  2.31  -3.09  2.42
N  -7.21  6.44  0.65
C  -7.16  7.78  0.91
C  -6.06  8.28  0.27
C  -5.42  7.20  -0.39
C  -6.16  6.08  -0.14
H  -7.91  5.81  1.01
H  -7.90  8.26  1.52
H  -5.74  9.31  0.28
H  -4.51  7.24  -0.98
H  -6.02  5.05  -0.44
N  -2.34  -4.27  -0.42
C  -3.24  -3.31  -0.79
C  -4.49  -3.88  -0.79
C  -4.33  -5.25  -0.42
C  -2.99  -5.46  -0.19
H  -1.36  -4.12  -0.33
H  -2.92  -2.31  -1.00
H  -5.41  -3.38  -1.03
H  -5.11  -5.99  -0.31
H  -2.45  -6.34  0.11
N  7.56  -2.36  -2.69
C  8.83  -2.12  -2.24
C  9.42  -3.33  -1.99
C  8.47  -4.34  -2.31
C  7.33  -3.71  -2.73
H  6.89  -1.66  -2.95
H  9.20  -1.12  -2.13
H  10.43  -3.47  -1.63
H  8.61  -5.41  -2.23
H  6.39  -4.10  -3.06

Computed properties:
E_tot: -69577.32908 eV
Maximum force: 0.71 eV/Å
Total charge: -1
Molecular weight: 738.95 g/mol
Kohn-Sham gap: 7.60 eV

***

# 5
ORCA calculation (the ωB97M-V functional and the def2-TZVPD basis) on a structure of composition C4H12N2P in a non-equilibrium geometry.

Cartesian coordinates (Å):
C  -1.67  0.26  0.22
C  -0.37  -1.24  0.36
C  0.87  -1.20  -0.38
C  1.86  -0.17  0.20
N  -1.11  1.40  0.18
N  1.33  1.24  0.33
P  -3.43  -0.07  -0.04
H  -0.20  -1.21  1.46
H  -1.13  -2.08  0.18
H  1.43  -2.09  -0.55
H  0.84  -0.95  -1.47
H  2.28  -0.39  1.17
H  2.76  -0.26  -0.43
H  -1.69  2.14  -0.13
H  1.66  1.85  -0.31
H  1.47  1.62  1.30
H  0.23  1.41  0.17
H  -3.39  -1.38  0.44
H  -3.71  0.47  1.19

Computed properties:
E_tot: -16602.40726 eV
Maximum force: 5.55 eV/Å
Total charge: +1
Molecular weight: 119.13 g/mol
Kohn-Sham gap: 10.19 eV
Relative energy (zero: lowest compared OMol25 entry of this formula, charge and spin): 215.8 kJ/mol

***

# 6
ORCA calculation (the ωB97M-V functional and the def2-TZVPD basis) on the molecule C8H10N4S2 in a non-equilibrium geometry.

Cartesian coordinates (Å):
C  -2.27  -1.89  -0.51
C  -2.42  1.16  -0.37
C  -0.44  -0.53  -1.37
C  0.70  0.12  -1.31
C  0.37  1.68  0.37
C  -1.25  -0.94  -0.20
C  -1.74  0.29  0.48
C  1.29  0.56  0.01
N  -3.09  -2.65  -0.78
N  -2.88  2.01  -0.94
N  1.98  -1.64  0.28
N  1.34  -0.57  0.87
S  -2.42  0.38  2.07
S  3.14  1.40  -0.22
H  -1.03  -0.66  -2.20
H  1.26  0.28  -2.18
H  -0.10  2.12  -0.44
H  0.44  2.21  1.27
H  -0.49  -1.39  0.43
H  2.71  -1.33  -0.33
H  2.33  -2.25  0.98
H  1.69  -0.36  1.84
H  -1.75  -0.43  2.97
H  2.64  2.45  -0.72

Computed properties:
E_tot: -36082.28941 eV
Maximum force: 4.69 eV/Å
Total charge: 0
Molecular weight: 226.33 g/mol
Kohn-Sham gap (alpha / beta): 7.68 / 7.35 eV
Relative energy (zero: lowest compared OMol25 entry of this formula, charge and spin): 669.7 kJ/mol

***

# 7
ORCA calculation (the ωB97M-V functional and the def2-TZVPD basis) on a structure of composition C49H33AsN8O4PtS in a non-equilibrium geometry.

Cartesian coordinates (Å):
Pt  -0.77  0.90  -0.33
O  -2.27  7.87  -1.90
N  -2.51  7.52  -0.76
O  -2.87  8.27  0.12
C  -2.25  6.10  -0.39
C  -2.48  5.80  0.91
C  -2.29  4.48  1.42
C  -2.51  4.17  2.76
C  -2.30  2.84  3.17
C  -1.91  1.89  2.28
N  -1.73  2.16  0.94
C  -1.87  3.48  0.53
C  -1.59  3.81  -0.82
N  -1.09  2.81  -1.60
C  -0.80  3.04  -2.86
C  -0.98  4.28  -3.45
C  -1.47  5.32  -2.69
C  -1.78  5.12  -1.33
H  -2.81  6.58  1.57
H  -2.84  4.93  3.45
H  -2.46  2.55  4.20
H  -1.79  0.86  2.57
H  -0.39  2.21  -3.43
H  -0.73  4.42  -4.49
H  -1.60  6.30  -3.13
N  1.73  -5.98  -4.82
C  1.49  -4.75  -4.37
C  1.93  -4.37  -3.07
C  1.71  -3.10  -2.63
C  1.05  -2.19  -3.47
C  0.57  -2.56  -4.73
C  0.78  -3.82  -5.19
S  0.89  -0.49  -2.94
O  0.57  0.25  -4.13
O  2.07  -0.19  -2.19
N  -0.34  -0.52  -1.90
C  -1.65  -0.66  -2.30
N  -2.42  0.01  -1.43
C  -3.74  0.04  -1.62
C  -4.28  -0.65  -2.70
C  -3.40  -1.33  -3.52
N  -2.08  -1.35  -3.34
H  2.24  -6.65  -4.26
H  1.43  -6.27  -5.74
H  2.46  -5.09  -2.45
H  2.05  -2.78  -1.65
H  0.05  -1.82  -5.33
H  0.44  -4.13  -6.17
H  -4.33  0.61  -0.92
H  -5.34  -0.65  -2.89
H  -3.77  -1.89  -4.38
N  8.17  3.82  2.65
C  7.12  3.50  2.30
C  5.81  3.10  1.89
C  5.62  1.80  1.41
C  4.37  1.40  1.01
C  3.29  2.32  1.08
C  3.50  3.63  1.56
C  4.75  4.02  1.96
C  2.03  1.91  0.68
C  0.93  1.50  0.29
H  6.46  1.12  1.36
H  4.18  0.41  0.64
H  2.66  4.32  1.61
H  4.94  5.02  2.33
C  -4.15  -2.40  4.17
C  -2.87  -2.28  4.68
C  -1.80  -1.97  3.83
C  -2.04  -1.79  2.48
C  -3.33  -1.90  1.97
C  -4.38  -2.22  2.81
As  -0.63  -1.33  1.24
C  0.99  -1.35  2.27
C  1.43  -0.40  3.17
C  2.65  -0.59  3.81
C  3.42  -1.71  3.53
C  2.98  -2.66  2.62
C  1.76  -2.49  1.98
C  1.14  -3.44  1.03
C  1.63  -4.69  0.69
C  0.91  -5.51  -0.16
C  -0.30  -5.09  -0.70
C  -0.80  -3.83  -0.38
C  -0.09  -3.03  0.49
H  -4.97  -2.63  4.83
H  -2.69  -2.42  5.73
H  -0.80  -1.89  4.24
H  -3.52  -1.75  0.91
H  -5.38  -2.31  2.41
H  0.83  0.48  3.39
H  3.00  0.14  4.54
H  4.37  -1.85  4.04
H  3.60  -3.53  2.42
H  2.56  -5.05  1.12
H  1.28  -6.51  -0.38
H  -0.86  -5.75  -1.35
H  -1.76  -3.51  -0.78

Computed properties:
E_tot: -146359.22367 eV
Maximum force: 2.99 eV/Å
Total charge: +2
Molecular weight: 1099.92 g/mol
Kohn-Sham gap (alpha / beta): 5.03 / 4.83 eV
Relative energy (zero: lowest compared OMol25 entry of this formula, charge and spin): 46.5 kJ/mol
Spin multiplicity: 5

***

# 8
ORCA calculation (the ωB97M-V functional and the def2-TZVPD basis) on the molecule C2H2FP in a non-equilibrium geometry.

Cartesian coordinates (Å):
C  -0.76  -0.80  0.48
C  -0.39  1.42  0.72
F  -0.22  -1.17  1.58
P  0.21  0.38  -0.48
H  -0.44  0.02  -1.69
H  1.59  0.15  -0.61

Computed properties:
E_tot: -14102.94304 eV
Maximum force: 1.66 eV/Å
Total charge: 0
Molecular weight: 76.01 g/mol
Kohn-Sham gap (alpha / beta): 7.31 / 7.21 eV
Relative energy (zero: lowest compared OMol25 entry of this formula, charge and spin): 826.7 kJ/mol

***

# 9
ORCA calculation (the ωB97M-V functional and the def2-TZVPD basis) on the molecule C4H4O in a non-equilibrium geometry.

Cartesian coordinates (Å):
C  0.12  -0.63  -1.29
C  -1.09  -0.15  -0.93
C  0.03  -0.18  0.07
C  0.47  0.67  1.11
O  0.23  -0.76  1.32
H  0.80  -1.04  -2.13
H  -2.14  -0.05  -0.92
H  1.50  0.79  0.98
H  0.07  1.35  1.78

Computed properties:
E_tot: -6255.35149 eV
Maximum force: 3.80 eV/Å
Structure (SMILES): C1=CC12CO2
Total charge: 0
Molecular weight: 68.08 g/mol
Kohn-Sham gap: 10.64 eV
Relative energy (zero: lowest compared OMol25 entry of this formula, charge and spin): 388.6 kJ/mol

***

# 10
ORCA calculation (the ωB97M-V functional and the def2-TZVPD basis) on a structure of composition C7H18FeN5O2 in a non-equilibrium geometry.

Cartesian coordinates (Å):
Fe  0.06  -0.01  -0.01
C  -0.95  2.03  1.03
C  -0.78  1.11  2.23
N  0.14  -0.06  1.96
C  -0.37  -1.46  2.18
C  -0.64  -2.20  0.87
N  -1.40  -1.34  -0.09
C  -2.68  -0.76  0.41
C  -2.79  0.68  -0.09
N  -1.43  1.30  -0.19
H  0.02  2.46  0.74
H  -1.58  2.87  1.32
H  -1.74  0.74  2.60
H  -0.39  1.76  3.01
H  1.04  0.07  2.41
H  -1.25  -1.45  2.82
H  0.37  -2.07  2.69
H  -1.11  -3.17  1.09
H  0.30  -2.44  0.35
H  -1.54  -1.85  -0.95
H  -2.69  -0.83  1.49
H  -3.53  -1.35  0.05
H  -3.45  1.28  0.54
H  -3.21  0.69  -1.10
H  -1.41  1.96  -0.96
N  0.31  0.00  -2.07
N  1.69  -0.21  -2.31
C  2.52  0.02  -1.23
O  3.68  0.19  -1.22
O  1.76  0.00  -0.07
H  -0.21  -0.75  -2.51
H  0.00  0.87  -2.49
H  2.04  0.00  -3.24

Computed properties:
E_tot: -53467.07454 eV
Maximum force: 2.74 eV/Å
Total charge: +2
Molecular weight: 260.10 g/mol
Kohn-Sham gap (alpha / beta): 8.57 / 8.85 eV
Spin multiplicity: 2